# C36H38BiNO2P2

A molecular structure, C36H38BiNO2P2 (the ωB97M-V functional and the def2-TZVPD basis, the Open Molecules 2025 dataset).

Geometry as XYZ:
```
80
Properties=species:S:1:pos:R:3:forces:R:3:mulliken_charge:R:1
Bi -0.454 -0.173 -0.193 0.059 0.137 -0.027 1.766
C -5.115 1.627 2.231 -0.022 0.075 0.011 -1.483
C -4.294 1.348 0.966 0.096 -0.006 -0.013 1.056
C -4.846 2.126 -0.224 -0.001 0.037 -0.017 -1.668
C -2.814 1.602 1.213 0.013 0.003 0.004 0.664
C -2.028 2.362 0.349 0.014 0.010 0.042 -0.345
C -0.663 2.573 0.596 -0.052 0.046 0.034 -1.144
C -0.036 2.031 1.724 0.040 0.015 0.111 0.661
C 1.411 2.310 2.031 -0.066 0.001 0.012 -1.460
C -0.836 1.285 2.607 0.015 -0.048 -0.052 -0.349
C -2.179 1.073 2.352 -0.028 -0.055 -0.018 -0.576
H -6.178 1.556 2.003 0.006 -0.013 -0.004 0.427
H -4.919 2.633 2.607 -0.023 -0.023 -0.030 0.406
H -4.912 0.918 3.033 0.044 0.019 -0.009 0.365
H -4.385 0.281 0.734 -0.049 -0.028 0.026 0.128
H -4.732 3.205 -0.085 -0.020 -0.032 0.019 0.406
H -5.911 1.923 -0.331 0.008 -0.006 0.002 0.432
H -4.370 1.848 -1.167 0.019 -0.009 0.032 0.327
H -2.472 2.819 -0.526 0.014 -0.011 0.016 0.480
H -0.092 3.196 -0.082 0.003 -0.046 0.005 0.265
H 1.931 1.412 2.372 -0.012 -0.022 0.007 0.222
H 1.488 3.043 2.836 -0.018 0.013 -0.014 0.435
H 1.936 2.711 1.165 -0.014 -0.007 0.000 0.360
H -0.395 0.873 3.508 0.007 -0.006 -0.023 0.522
H -2.755 0.488 3.060 0.011 0.022 -0.032 0.288
C 1.574 -4.100 0.498 -0.033 0.065 0.066 -0.985
N 1.274 -2.679 0.223 0.186 -0.193 0.043 0.661
P 1.144 -2.021 -1.340 -0.176 0.163 0.152 0.167
C 0.437 -3.224 -2.433 -0.030 -0.152 -0.127 0.636
C -0.946 -3.279 -2.613 -0.025 -0.088 0.008 -0.479
C -1.492 -4.233 -3.458 0.008 0.046 0.049 -0.876
C -0.659 -5.122 -4.122 0.031 -0.057 -0.042 -0.519
C 0.721 -5.065 -3.955 -0.046 0.006 0.008 -0.744
C 1.275 -4.112 -3.118 -0.054 0.007 -0.035 -0.252
C 2.766 -1.584 -1.944 0.145 0.064 -0.038 0.747
C 2.904 -0.550 -2.872 0.035 -0.020 -0.009 -0.676
C 4.159 -0.236 -3.369 0.002 -0.010 0.010 -0.757
C 5.273 -0.950 -2.946 -0.007 0.025 -0.006 -0.711
C 5.140 -1.976 -2.019 -0.029 -0.002 0.009 -0.799
C 3.889 -2.292 -1.512 0.047 0.001 -0.008 0.193
P 1.635 -1.434 1.342 -0.412 -0.185 -0.122 -0.262
C 3.371 -1.427 1.752 0.129 0.161 -0.007 0.403
C 3.923 -2.428 2.559 0.087 -0.003 -0.012 -0.671
C 5.284 -2.423 2.813 -0.014 0.030 -0.023 -0.832
C 6.089 -1.418 2.282 0.018 -0.015 0.020 -0.640
C 5.541 -0.415 1.494 -0.036 -0.022 0.001 -0.716
C 4.181 -0.421 1.224 0.028 0.023 -0.036 0.111
C 0.728 -1.902 2.822 0.031 0.060 0.090 1.050
C 1.195 -1.492 4.073 -0.009 0.025 0.050 -0.810
C 0.420 -1.702 5.203 -0.021 -0.012 -0.001 -0.721
C -0.823 -2.316 5.095 0.034 0.005 0.014 -0.608
C -1.291 -2.731 3.854 0.067 0.021 -0.053 -0.953
C -0.521 -2.521 2.718 -0.043 -0.013 0.047 -0.518
H 2.646 -4.266 0.611 0.013 -0.034 0.001 0.341
H 1.196 -4.718 -0.313 -0.001 0.022 -0.038 0.494
H 1.072 -4.399 1.417 0.024 0.017 0.009 0.360
H -1.605 -2.572 -2.119 0.032 0.014 0.005 0.318
H -2.563 -4.275 -3.606 0.021 0.002 -0.003 0.437
H -1.085 -5.861 -4.788 -0.002 0.011 0.014 0.418
H 1.363 -5.756 -4.485 -0.024 0.018 0.006 0.450
H 2.350 -4.052 -3.009 -0.014 0.010 0.010 0.403
H 2.041 0.016 -3.201 0.004 -0.020 0.008 0.345
H 4.269 0.565 -4.088 -0.002 -0.016 0.013 0.470
H 6.252 -0.704 -3.338 -0.022 -0.005 -0.003 0.447
H 6.009 -2.529 -1.689 -0.005 0.005 -0.004 0.492
H 3.799 -3.084 -0.779 -0.003 0.026 -0.033 0.301
H 3.297 -3.193 3.001 -0.010 0.004 -0.038 0.502
H 5.719 -3.194 3.435 -0.006 0.018 -0.014 0.458
H 7.150 -1.414 2.496 -0.018 -0.006 -0.003 0.450
H 6.171 0.368 1.091 -0.022 -0.026 0.016 0.498
H 3.753 0.352 0.595 -0.005 -0.029 0.020 0.402
H 2.167 -1.020 4.169 -0.073 -0.007 -0.012 0.387
H 0.791 -1.398 6.173 -0.013 0.003 -0.017 0.481
H -1.419 -2.488 5.982 0.013 0.009 -0.024 0.455
H -2.246 -3.232 3.774 0.005 0.007 -0.008 0.506
H -0.883 -2.880 1.760 0.016 0.025 -0.012 0.444
O 0.202 1.195 -1.829 -0.052 -0.096 -0.051 -0.524
C -0.798 0.958 -2.605 -0.029 -0.111 0.091 0.213
O -1.679 0.144 -2.271 0.216 0.139 -0.060 -0.596
H -0.842 1.492 -3.558 0.000 0.023 -0.010 0.425
```
Forces are in eV/Å.

Calculated values
max |F|: 0.468 eV/A
LUMO: -6.84 eV
total charge: +2
HOMO level: -14.37 eV